{"formula": "C73H172BN11O31", "method": "wB97M-V/def2-TZVPD", "homo_lumo_gap_ha": 0.1748, "homo_ev": -1.875, "lumo_energy_ev": 2.882, "total_charge": -2, "species": ["C", "C", "C", "O", "H", "H", "H", "H", "H", "H", "H", "O", "C", "O", "B", "O", "C", "O", "O", "C", "O", "C", "O", "O", "C", "O", "C", "C", "N", "C", "C", "O", "C", "H", "H", "H", "H", "H", "H", "H", "H", "H", "H", "H", "H", "H", "H", "H", "C", "O", "C", "C", "N", "C", "C", "O", "C", "H", "H", "H", "H", "H", "H", "H", "H", "H", "H", "H", "H", "H", "H", "H", "C", "O", "C", "C", "N", "C", "C", "O", "C", "H", "H", "H", "H", "H", "H", "H", "H", "H", "H", "H", "H", "H", "H", "H", "C", "O", "C", "C", "N", "C", "C", "O", "C", "H", "H", "H", "H", "H", "H", "H", "H", "H", "H", "H", "H", "H", "H", "H", "C", "O", "C", "C", "N", "C", "C", "O", "C", "H", "H", "H", "H", "H", "H", "H", "H", "H", "H", "H", "H", "H", "H", "H", "C", "O", "C", "C", "N", "C", "C", "O", "C", "H", "H", "H", "H", "H", "H", "H", "H", "H", "H", "H", "H", "H", "H", "H", "C", "O", "C", "C", "N", "C", "C", "O", "C", "H", "H", "H", "H", "H", "H", "H", "H", "H", "H", "H", "H", "H", "H", "H", "C", "O", "C", "C", "N", "C", "C", "O", "C", "H", "H", "H", "H", "H", "H", "H", "H", "H", "H", "H", "H", "H", "H", "H", "C", "O", "C", "C", "N", "C", "C", "O", "C", "H", "H", "H", "H", "H", "H", "H", "H", "H", "H", "H", "H", "H", "H", "H", "C", "O", "C", "C", "N", "C", "C", "O", "C", "H", "H", "H", "H", "H", "H", "H", "H", "H", "H", "H", "H", "H", "H", "H", "C", "O", "C", "C", "N", "C", "C", "O", "C", "H", "H", "H", "H", "H", "H", "H", "H", "H", "H", "H", "H", "H", "H", "H"], "coordinates": [[-1.14740, -7.29817, 1.04777], [-1.99946, -6.04743, 1.19763], [-2.24020, -5.35841, -0.17701], [-3.25356, -6.39675, 1.77737], [-1.57882, -8.06756, 0.37373], [-1.00665, -7.78338, 2.00921], [-0.14703, -7.11628, 0.66524], [-1.39594, -5.26507, 1.76288], [-2.63655, -6.19869, -0.76480], [-1.25821, -5.10185, -0.57000], [-2.82023, -4.42625, -0.12635], [-2.13111, 1.47770, -3.23256], [-1.39491, 1.19165, -2.32185], [-1.28684, -0.00678, -1.71273], [-0.19166, -0.08293, -0.78858], [0.35148, 1.29407, -0.75251], [-0.34016, 2.09850, -1.56878], [-0.26906, 3.27751, -1.63876], [0.82091, -1.18148, -1.11049], [0.99144, -2.04352, -0.07586], [1.71888, -2.99602, -0.08498], [0.11583, -1.46170, 1.03308], [-0.58757, -0.45045, 0.61259], [0.08742, -1.86556, 2.18258], [0.33167, 5.69498, -3.71154], [1.59918, 6.23061, -3.79904], [1.90727, 6.53122, -5.16845], [3.09896, 7.44390, -5.22701], [3.38468, 7.95163, -6.58680], [4.66102, 8.69043, -6.72938], [4.60148, 10.13284, -6.21288], [5.75550, 10.81698, -6.43826], [5.83106, 12.02694, -5.65311], [-0.42244, 6.40813, -4.08538], [0.15706, 5.72094, -2.61772], [0.26566, 4.71276, -4.16092], [1.12790, 7.10197, -5.66558], [2.08146, 5.59827, -5.71750], [3.93135, 6.89649, -4.84073], [2.93143, 8.30707, -4.58007], [3.37244, 7.13566, -7.19810], [4.92342, 8.70640, -7.79601], [5.47795, 8.13504, -6.25260], [4.41690, 10.05718, -5.12019], [3.66975, 10.62851, -6.64748], [4.88461, 12.58298, -5.80646], [6.71429, 12.61493, -5.97536], [5.90340, 11.74195, -4.60002], [9.58040, 5.67521, 4.30476], [8.88273, 4.53355, 3.72451], [8.00543, 4.78660, 2.61589], [7.30064, 3.46580, 2.39575], [6.47724, 3.52986, 1.17715], [5.63071, 2.41691, 0.86536], [4.68975, 2.85350, -0.27931], [3.77113, 3.85332, 0.21646], [2.63139, 4.00890, -0.60176], [8.81617, 6.35535, 4.70557], [10.12341, 6.27359, 3.55244], [10.28036, 5.25763, 5.03838], [8.69604, 5.10517, 1.79588], [7.28168, 5.60877, 2.75517], [6.74054, 3.27984, 3.33589], [7.99512, 2.63081, 2.24142], [5.80137, 4.29362, 1.27205], [5.03451, 2.08026, 1.69434], [6.18290, 1.57566, 0.41815], [4.10413, 2.00131, -0.59898], [5.24260, 3.20287, -1.14574], [2.25795, 3.08454, -1.01998], [2.95905, 4.63377, -1.45871], [1.92890, 4.55762, 0.03435], [1.96135, 1.16835, 2.27516], [1.49320, 1.51585, 3.54514], [0.65983, 0.53305, 4.10991], [0.30480, 0.99877, 5.50372], [1.50686, 0.85991, 6.43242], [1.44786, 1.50739, 7.75789], [2.69441, 1.27070, 8.58019], [3.78061, 1.77391, 7.82055], [4.91706, 1.89640, 8.67491], [1.18306, 1.38157, 1.56242], [2.25827, 0.11706, 2.20160], [2.79539, 1.82367, 2.15536], [1.15228, -0.42595, 4.07500], [-0.27678, 0.42830, 3.55953], [-0.47350, 0.33312, 6.00014], [-0.14311, 2.04917, 5.52285], [2.30931, 1.20395, 5.93946], [0.56541, 1.11204, 8.27096], [1.33711, 2.61560, 7.66060], [2.83140, 0.17854, 8.79143], [2.59648, 1.79767, 9.51753], [5.67956, 2.32560, 8.01017], [5.25305, 0.96962, 9.04241], [4.78814, 2.59114, 9.52876], [-7.54400, 8.72366, -2.98438], [-6.27499, 8.29572, -2.67778], [-6.03957, 8.13081, -1.33041], [-4.57403, 7.66219, -1.10880], [-4.40624, 6.37147, -1.74284], [-2.99146, 5.93277, -1.81356], [-2.95850, 4.81666, -2.79072], [-3.42525, 5.28024, -4.01241], [-3.43207, 4.29036, -5.04716], [-7.56017, 8.74106, -4.07654], [-7.77462, 9.68926, -2.49367], [-8.29055, 7.96638, -2.66418], [-6.80066, 7.45092, -0.93386], [-6.31642, 9.03579, -0.81283], [-4.24989, 7.60183, -0.07521], [-3.92647, 8.49387, -1.52866], [-4.69216, 6.32535, -2.70438], [-2.53987, 5.61938, -0.84619], [-2.34715, 6.72519, -2.24265], [-3.63704, 4.03178, -2.35269], [-2.07837, 4.20684, -2.98664], [-3.88515, 4.82572, -5.86533], [-3.92554, 3.39101, -4.65065], [-2.37500, 4.03861, -5.20274], [-3.00479, -1.79327, 9.47445], [-1.60346, -1.79472, 9.26236], [-1.22644, -1.90031, 7.88284], [0.15208, -2.45359, 7.82324], [0.73945, -2.50722, 6.51151], [2.08288, -2.91399, 6.64820], [2.90844, -2.97290, 5.39179], [2.68532, -4.13331, 4.66279], [1.76968, -3.98714, 3.58625], [-3.50117, -1.02560, 8.85391], [-3.18420, -1.41701, 10.48175], [-3.49363, -2.76250, 9.35322], [-1.13977, -0.92238, 7.42132], [-1.94593, -2.51036, 7.37205], [0.05614, -3.46749, 8.21763], [0.76629, -1.97210, 8.59023], [0.59919, -1.61217, 6.02955], [2.14662, -3.93535, 7.09725], [2.70211, -2.31733, 7.36734], [3.95288, -3.07482, 5.78870], [2.93113, -2.05018, 4.79983], [1.70040, -4.92199, 3.07952], [2.17752, -3.24093, 2.93493], [0.78233, -3.60469, 3.82694], [-4.75015, 3.62063, 0.73492], [-3.89571, 2.98988, 1.67325], [-2.60287, 2.74765, 1.09738], [-1.67570, 2.44529, 2.23021], [-1.54499, 3.47384, 3.24932], [-0.36367, 4.34628, 3.11379], [-0.19958, 5.24964, 1.89556], [-1.19486, 6.22449, 1.97946], [-0.94588, 7.32140, 1.12842], [-4.61548, 3.10948, -0.23336], [-4.52623, 4.69436, 0.58410], [-5.77588, 3.45796, 1.08979], [-2.31746, 3.62249, 0.49254], [-2.66675, 1.90900, 0.35098], [-0.66082, 2.29508, 1.77168], [-1.93840, 1.47346, 2.67625], [-2.34713, 4.00140, 3.43374], [0.60451, 3.81537, 3.30594], [-0.43868, 5.01103, 3.97704], [-0.23088, 4.72859, 0.89870], [0.75536, 5.77590, 1.93939], [-0.74149, 6.92831, 0.09571], [-0.05111, 7.86579, 1.49793], [-1.85408, 7.95698, 1.24962], [1.11618, -11.89093, -1.69640], [1.73665, -10.64184, -1.40030], [0.76812, -9.59040, -1.50016], [1.42977, -8.23223, -1.56925], [2.25983, -7.92551, -0.44729], [2.57218, -6.47887, -0.33884], [3.75197, -6.35529, 0.61507], [4.88229, -7.13646, 0.23811], [5.47917, -6.79977, -0.97909], [1.76045, -12.71746, -1.37486], [0.86028, -11.96579, -2.74178], [0.20491, -12.03414, -1.14856], [0.04806, -9.61480, -0.65400], [0.13338, -9.79460, -2.41022], [0.63140, -7.47860, -1.57592], [1.98974, -8.18432, -2.51251], [3.11282, -8.48806, -0.46331], [1.65225, -5.99058, 0.08154], [2.77886, -6.05417, -1.30388], [3.54535, -6.69158, 1.62408], [4.06142, -5.28071, 0.75779], [5.46714, -5.71382, -1.15663], [4.85880, -7.36207, -1.70243], [6.48893, -7.19238, -0.92790], [2.65334, -2.52056, -5.83908], [3.75636, -2.85789, -4.99175], [3.41720, -2.56530, -3.64021], [4.44615, -3.31774, -2.79320], [4.32830, -3.11806, -1.34791], [4.78827, -1.92408, -0.70910], [4.81117, -2.08105, 0.77560], [5.31673, -0.84134, 1.32033], [5.26358, -0.89155, 2.75030], [1.82882, -3.19631, -5.70821], [3.08764, -2.65248, -6.79069], [2.29204, -1.48968, -5.66455], [2.42655, -2.95630, -3.35576], [3.30992, -1.49775, -3.50299], [5.48600, -3.07735, -3.02257], [4.37332, -4.38527, -2.95061], [3.45279, -3.41690, -0.94323], [4.12128, -1.04982, -0.89893], [5.84905, -1.77781, -0.95496], [5.42749, -2.90828, 1.07788], [3.82413, -2.34360, 1.22654], [4.17548, -1.06809, 2.98382], [5.68883, 0.07896, 3.11989], [5.91531, -1.75353, 3.12369], [-2.19230, -5.57091, 8.08351], [-2.19736, -5.85820, 6.68916], [-1.30823, -5.03002, 5.86031], [-1.63370, -5.12354, 4.36600], [-2.88733, -4.68888, 3.88829], [-3.01265, -3.30612, 3.47557], [-2.78767, -2.38258, 4.65544], [-3.19008, -1.01481, 4.20900], [-3.90399, -0.32657, 5.23714], [-3.07546, -6.11675, 8.48559], [-2.31622, -4.52009, 8.36091], [-1.24231, -5.97300, 8.49424], [-0.23838, -5.25948, 6.03004], [-1.36815, -4.00407, 6.18353], [-1.43177, -6.09312, 3.94757], [-0.92073, -4.38640, 3.97504], [-3.24854, -5.36564, 3.11291], [-4.07363, -3.16576, 3.14699], [-2.34913, -2.97614, 2.64860], [-1.70436, -2.30319, 4.83481], [-3.31792, -2.66453, 5.58473], [-3.23920, -0.33209, 6.12423], [-4.85285, -0.73879, 5.49610], [-4.08765, 0.72051, 5.03753], [1.13018, -5.68900, -4.18805], [0.25182, -4.60227, -4.35345], [-0.61902, -4.43731, -3.26100], [-1.44302, -3.16843, -3.43995], [-2.24972, -3.18866, -4.65368], [-3.10315, -2.05998, -4.86949], [-3.70921, -2.23984, -6.28977], [-2.65829, -2.36490, -7.20252], [-3.00039, -2.90549, -8.42677], [0.66333, -6.66974, -4.21043], [1.75381, -5.67694, -3.29425], [1.86585, -5.63420, -4.97432], [-0.11482, -4.37421, -2.29018], [-1.31719, -5.25247, -3.21956], [-0.76588, -2.31586, -3.38394], [-2.13352, -3.00568, -2.58476], [-1.58680, -3.26107, -5.40168], [-2.64271, -1.10084, -4.86394], [-3.92938, -2.09414, -4.14816], [-4.36275, -1.37350, -6.59770], [-4.28874, -3.20131, -6.32313], [-3.42180, -3.91928, -8.44739], [-2.10849, -2.86785, -9.05768], [-3.80477, -2.30021, -8.91104], [-6.27243, -4.82842, -7.54380], [-6.52470, -3.44338, -7.62657], [-7.46407, -2.91441, -6.64011], [-7.58801, -1.42104, -6.78101], [-8.69650, -0.96613, -5.93710], [-8.62855, 0.37885, -5.34657], [-7.79201, 0.46280, -4.07385], [-6.40609, 0.38583, -4.52459], [-5.54423, 0.35158, -3.35069], [-5.74551, -5.08176, -6.59171], [-5.76337, -5.10129, -8.48828], [-7.21297, -5.32844, -7.50306], [-7.10874, -3.10851, -5.64193], [-8.41301, -3.45736, -6.74873], [-7.81430, -1.21949, -7.84795], [-6.66965, -0.89210, -6.50339], [-9.48150, -1.05948, -6.55491], [-9.59665, 0.69776, -4.99949], [-8.23392, 1.20563, -5.99996], [-7.86215, -0.41780, -3.41408], [-7.88339, 1.41542, -3.50884], [-4.50998, 0.61620, -3.60345], [-5.47801, -0.59234, -2.81101], [-5.83866, 1.15876, -2.63975]], "forces_ev_per_angstrom": [[0.3, -0.4, -0.4], [-2.3, 0.4, 0.5], [0.9, -1.0, 0.5], [1.9, 0.8, -0.3], [-0.2, 0.5, 0.3], [-0.1, 0.0, 0.3], [0.4, 0.3, -0.1], [-0.4, -0.7, 0.1], [-0.5, 0.8, -0.4], [0.3, 0.1, -0.4], [-0.3, -0.6, 0.1], [0.6, -0.1, 0.9], [0.5, -0.7, 0.4], [-0.9, 0.3, -1.3], [0.8, -0.8, 1.2], [0.1, 0.5, -0.7], [-0.6, -1.9, 0.4], [0.3, 1.2, -0.2], [-0.2, 0.2, 0.2], [-0.2, 1.5, -1.5], [-0.6, 0.2, 0.4], [-0.3, -1.2, 2.9], [-0.1, 0.6, -1.3], [0.3, 0.2, -1.4], [-1.1, 0.9, 1.9], [1.5, 1.0, -1.9], [0.1, 0.3, 0.4], [0.5, 0.8, -0.2], [-0.2, -0.1, 0.2], [-0.1, -0.6, -0.6], [-2.7, -1.1, 0.9], [1.6, 1.4, -0.3], [-0.4, -0.7, -0.7], [0.0, -0.4, -0.5], [-0.2, -0.9, -0.5], [-0.3, -0.3, 0.0], [-0.8, -0.2, 0.1], [0.0, 0.0, -0.1], [1.0, -0.3, 0.5], [-0.1, -0.1, 0.1], [0.2, 0.4, -0.1], [-0.2, 0.1, 0.1], [0.1, 0.2, 0.3], [-0.1, 0.2, -0.2], [1.0, -0.3, 0.3], [0.5, 0.1, 0.1], [-0.6, -0.5, 0.2], [0.1, 0.2, 0.1], [-1.2, -0.7, -1.2], [0.4, 1.0, 0.8], [1.9, 0.1, -0.2], [-0.7, -0.3, -0.7], [0.0, 1.4, 0.7], [-0.2, -0.2, -2.0], [-0.7, 0.1, 1.3], [1.0, -1.1, 0.2], [1.0, 1.4, -0.4], [0.3, -0.1, 0.5], [0.0, -0.4, 0.0], [-0.4, 0.3, -0.1], [-0.8, -0.4, 0.0], [0.1, -0.2, 0.4], [0.0, -0.2, -0.4], [0.1, 0.3, 0.3], [0.5, 0.1, 0.0], [-0.4, -0.4, 0.5], [0.1, 0.1, 0.6], [-0.2, -0.5, -0.1], [0.3, 0.4, -0.1], [-0.3, -0.4, 0.4], [-0.6, 0.0, 0.1], [-0.2, -0.3, -0.5], [-0.2, 0.1, 0.3], [0.1, -0.1, 0.9], [-1.0, 0.9, 0.4], [-0.1, -0.1, 2.7], [-0.7, 0.0, -0.3], [-0.7, 0.3, -1.1], [-0.5, -1.1, -1.1], [0.4, 0.0, 1.5], [0.0, 1.8, -1.6], [-0.1, -0.1, -0.7], [0.1, 0.0, 0.1], [0.7, 0.3, -0.7], [0.3, -0.6, 0.3], [0.0, -0.1, -0.2], [0.6, 0.7, -1.0], [0.7, -1.1, -0.4], [0.4, 0.2, -0.2], [0.1, 0.1, 0.1], [-0.1, -0.5, 0.1], [0.0, 0.7, -0.2], [0.0, 0.3, 0.5], [0.1, -0.2, 0.4], [0.3, -1.4, 0.5], [-0.4, -0.2, -0.4], [-0.8, -0.5, -0.1], [1.4, -0.1, -1.0], [0.1, -0.6, 1.4], [-0.6, 1.0, -1.3], [1.5, -0.4, 0.9], [0.5, 0.7, 0.1], [-0.7, -2.6, 0.4], [-0.8, 0.6, -0.8], [0.8, 0.5, 1.8], [-0.3, 0.5, 0.1], [0.0, -0.2, -0.4], [0.1, 0.4, 0.0], [0.3, -0.8, 0.1], [0.5, 0.9, 0.4], [-0.5, -0.1, 0.4], [-0.4, -0.7, 0.0], [-0.6, 0.6, -0.3], [-0.6, 0.2, -0.4], [-0.1, 0.2, 0.4], [0.0, 0.4, -0.5], [0.8, 0.6, 0.6], [-0.2, -0.6, -0.5], [-0.3, 0.1, -0.6], [-0.2, -0.2, -0.6], [0.0, 1.2, 0.0], [-0.2, -0.2, -0.1], [0.1, 0.7, 0.6], [-0.2, -1.4, 0.8], [-1.2, 0.7, 0.2], [1.7, -0.3, 0.5], [1.6, -0.4, 0.9], [-0.5, -0.5, -0.4], [0.4, 0.8, 0.3], [0.1, -0.4, -0.3], [0.2, -0.3, 0.2], [0.2, -0.1, -0.2], [-0.7, 0.6, -0.1], [-0.3, -0.2, -0.5], [0.2, -0.4, -0.1], [0.3, 0.6, -0.1], [0.6, -0.4, 0.3], [-0.4, 0.5, -0.4], [-0.6, 0.3, -0.1], [-0.5, 0.1, -0.4], [-0.5, 0.0, -0.1], [-0.1, -0.7, -0.3], [0.3, 0.4, -0.9], [0.0, -0.2, 0.6], [0.1, -0.5, -0.1], [0.3, 0.3, -0.5], [-1.1, 0.0, -0.5], [1.4, -0.5, -0.3], [2.5, -0.5, -0.7], [0.4, -0.3, 0.8], [-0.1, -0.6, -0.3], [-0.8, 0.5, -0.2], [-0.2, -0.3, 0.2], [-0.3, 0.2, 0.0], [-0.1, -0.4, 0.2], [0.2, 0.3, -0.2], [0.2, 0.1, 0.3], [0.0, 0.3, 0.7], [-0.8, 0.0, 0.5], [-0.2, 0.3, -0.1], [-1.4, 0.7, 0.0], [-1.0, -0.2, -0.4], [0.1, 0.3, 0.0], [-0.1, 0.1, 0.7], [0.5, -0.2, 0.2], [-0.4, 0.8, 0.6], [-0.3, 0.0, -0.3], [0.8, -0.3, -0.7], [0.8, 0.2, 0.6], [-0.6, -0.3, -0.1], [-0.9, -0.5, -0.1], [-0.4, -0.1, -0.4], [0.6, 0.2, 0.5], [-0.8, -1.5, 1.4], [0.7, 1.4, 0.3], [-0.1, 0.2, 1.3], [-1.0, -0.4, -0.2], [0.2, 0.3, -0.3], [0.1, -0.1, -0.6], [-0.7, 0.2, 0.5], [0.6, -0.1, -0.1], [0.6, 0.5, 0.5], [0.0, -0.2, -0.3], [0.0, 0.2, -0.3], [-0.3, 0.3, 0.1], [0.9, -0.1, -0.3], [0.3, 0.5, -0.7], [-0.5, -0.3, 0.0], [-0.3, -0.7, -0.5], [0.1, -0.2, -0.1], [0.7, 0.6, -0.7], [0.2, 0.0, -0.3], [0.8, 0.3, 0.9], [-1.1, 0.5, 0.4], [0.3, -1.4, 0.0], [0.2, 1.0, 1.6], [0.1, -1.1, 0.1], [-0.3, 0.4, -0.3], [-0.6, 0.6, 1.2], [-0.2, -0.8, 0.3], [0.2, -0.4, -0.5], [-0.5, -0.4, 0.2], [0.0, 0.2, -1.5], [0.3, -0.3, -0.2], [0.0, -0.2, -0.3], [0.6, 0.5, 0.3], [-0.1, 0.3, -0.5], [-0.3, -0.3, -0.4], [-0.2, 0.0, -0.4], [0.8, 0.0, -0.3], [-0.3, 0.5, -0.5], [0.8, -0.5, 0.1], [0.2, 0.5, -0.4], [1.1, 0.3, 0.6], [-0.7, -0.9, -0.1], [-0.9, 1.0, -0.2], [0.0, -1.2, -0.8], [0.5, 1.0, -0.4], [-0.7, -0.9, 0.8], [0.9, 1.2, 0.2], [-2.1, -0.6, -0.7], [-1.1, -0.4, 0.4], [0.2, 1.8, -0.9], [-0.7, -0.4, 0.9], [2.1, -0.1, 0.4], [0.7, 0.2, 0.0], [0.2, 0.1, -0.3], [-0.5, 0.3, 0.3], [-0.3, -0.5, 0.0], [-0.4, 0.4, 0.1], [0.3, -0.6, 0.0], [0.7, -0.4, -0.3], [0.6, 0.6, 0.6], [0.8, 0.0, 0.1], [0.0, -0.2, 0.2], [-0.2, -0.1, 0.3], [0.0, 0.0, -0.6], [-0.5, 0.0, 0.1], [-0.8, -0.8, 0.1], [0.2, 0.3, -0.8], [0.6, 0.1, -0.2], [0.6, -0.1, 0.2], [-1.0, 0.8, 0.3], [-0.5, 0.4, 0.7], [0.8, -0.7, 0.6], [-1.4, -1.0, -1.4], [-1.0, -0.3, 0.6], [1.0, 0.0, 0.2], [-0.9, 0.7, -1.3], [-0.5, -0.1, -0.1], [-0.3, 0.4, 0.6], [0.1, 0.0, -0.6], [0.4, -0.1, -0.2], [-0.3, -0.8, 0.1], [0.3, 0.3, -0.2], [0.4, -0.5, -0.2], [0.1, -0.1, -0.7], [0.7, 1.1, 0.4], [0.1, 0.2, 0.0], [0.4, -0.7, 0.4], [0.2, 0.9, 0.2], [0.3, -0.2, 0.6], [-0.1, -0.1, 0.0], [0.4, -0.1, 0.1], [0.2, 0.7, 0.4], [-0.6, 1.2, 0.4], [1.1, -1.1, -0.7], [0.0, 0.5, -0.7], [0.2, 0.4, 0.2], [0.6, 0.5, 0.4], [2.2, -0.8, -0.7], [0.5, 0.1, 1.6], [0.3, 1.4, -0.3], [0.1, 0.0, -0.9], [0.1, 0.0, 0.8], [-0.9, -0.8, -0.1], [0.3, -0.3, 0.6], [-0.1, 0.3, -0.1], [0.3, 0.2, 0.3], [-0.2, -0.4, -0.1], [-0.7, 0.3, 0.3], [-0.8, -0.1, -0.3], [-0.3, -0.8, 0.1], [-0.9, 0.4, 0.0], [-0.4, -0.5, -0.3], [-0.3, -0.2, -0.5], [-0.6, -0.3, -0.2], [-0.1, -0.5, -0.3]], "lowdin_charge": [-0.09, -0.63, -0.08, -0.34, 0.07, 0.06, 0.03, 0.11, 0.07, 0.03, 0.07, 0.13, -0.32, 0.23, -0.86, 0.19, -0.37, 0.13, 0.18, -0.33, 0.12, -0.39, 0.22, 0.12, -0.15, -0.18, -0.23, -0.22, -0.07, -0.20, -0.30, -0.19, -0.08, 0.09, 0.09, 0.09, 0.12, 0.13, 0.11, 0.12, 0.10, 0.12, 0.11, 0.12, 0.14, 0.09, 0.09, 0.08, -0.09, -0.23, -0.23, -0.21, -0.07, -0.22, -0.19, -0.21, -0.09, 0.08, 0.08, 0.08, 0.13, 0.12, 0.13, 0.13, 0.11, 0.09, 0.12, 0.11, 0.12, 0.07, 0.09, 0.08, -0.07, -0.19, -0.23, -0.15, -0.04, -0.21, -0.25, -0.18, -0.11, 0.07, 0.09, 0.08, 0.10, 0.11, 0.10, 0.13, 0.09, 0.11, 0.12, 0.13, 0.11, 0.09, 0.06, 0.09, -0.14, -0.19, -0.25, -0.19, -0.04, -0.20, -0.28, -0.21, -0.06, 0.09, 0.09, 0.09, 0.12, 0.11, 0.10, 0.13, 0.09, 0.11, 0.12, 0.13, 0.09, 0.08, 0.09, 0.09, -0.11, -0.18, -0.23, -0.24, -0.02, -0.25, -0.25, -0.17, -0.08, 0.09, 0.08, 0.08, 0.10, 0.08, 0.11, 0.12, 0.10, 0.14, 0.11, 0.13, 0.11, 0.09, 0.05, 0.05, -0.11, -0.19, -0.20, -0.19, -0.02, -0.18, -0.25, -0.21, -0.12, 0.08, 0.08, 0.09, 0.10, 0.14, 0.12, 0.12, 0.08, 0.12, 0.11, 0.12, 0.11, 0.09, 0.09, 0.09, -0.13, -0.19, -0.22, -0.25, -0.05, -0.19, -0.20, -0.22, -0.11, 0.09, 0.07, 0.07, 0.12, 0.13, 0.11, 0.11, 0.11, 0.12, 0.08, 0.12, 0.12, 0.08, 0.09, 0.08, -0.09, -0.19, -0.21, -0.18, -0.07, -0.22, -0.23, -0.23, -0.10, 0.06, 0.07, 0.10, 0.12, 0.12, 0.12, 0.10, 0.06, 0.13, 0.13, 0.11, 0.11, 0.07, 0.09, 0.10, -0.12, -0.19, -0.17, -0.23, -0.08, -0.21, -0.18, -0.21, -0.13, 0.09, 0.05, 0.09, 0.12, 0.05, 0.11, 0.08, 0.08, 0.13, 0.11, 0.10, 0.12, 0.07, 0.07, 0.07, -0.11, -0.18, -0.22, -0.19, -0.05, -0.20, -0.21, -0.19, -0.14, 0.08, 0.06, 0.08, 0.11, 0.11, 0.11, 0.13, 0.10, 0.10, 0.12, 0.13, 0.11, 0.08, 0.09, 0.09, -0.13, -0.23, -0.20, -0.21, -0.05, -0.21, -0.21, -0.23, -0.10, 0.10, 0.09, 0.06, 0.12, 0.12, 0.12, 0.10, 0.10, 0.10, 0.13, 0.13, 0.12, 0.06, 0.08, 0.09]}